{
  "formula": "C22H56ClN8O11P3",
  "method": "ωB97M-V with the def2-TZVPD basis set",
  "species": ["C", "C", "Cl", "C", "C", "O", "C", "C", "C", "N", "N", "P", "N", "O", "P", "O", "P", "O", "O", "O", "H", "H", "H", "H", "H", "H", "H", "H", "H", "H", "H", "H", "H", "H", "H", "H", "H", "H", "H", "H", "H", "C", "O", "N", "C", "C", "H", "H", "H", "H", "H", "H", "H", "C", "O", "N", "C", "C", "H", "H", "H", "H", "H", "H", "H", "C", "O", "N", "C", "C", "H", "H", "H", "H", "H", "H", "H", "C", "O", "N", "C", "C", "H", "H", "H", "H", "H", "H", "H", "C", "O", "N", "C", "C", "H", "H", "H", "H", "H", "H", "H"],
  "xyz": [[-2.7652, 0.2719, 0.0789], [-1.7144, 1.3732, 0.0455], [-2.4062, 2.8578, 0.8185], [-1.3240, 1.7106, -1.4070], [0.0066, 1.1168, -1.9366], [1.1331, 1.9732, -1.8439], [1.5762, 2.3866, -0.5397], [1.0034, 3.7487, -0.1385], [3.1184, 2.3189, -0.5202], [3.6000, 0.9677, -0.7402], [3.6639, 0.2142, 0.4909], [4.2087, 3.3033, -1.6570], [3.5678, 4.8808, -1.4892], [3.5897, 2.8004, -3.1162], [0.4135, -0.5557, -1.2507], [1.5802, -1.2124, -1.8893], [-0.2216, 0.9442, -3.7720], [-1.0235, 2.0544, -4.3058], [1.2339, 0.8224, -4.3666], [-0.8010, -0.5129, -4.0397], [-3.7497, 0.7223, -0.0339], [-2.7602, -0.2714, 1.0214], [-2.6059, -0.4211, -0.7379], [-0.8592, 1.1161, 0.6645], [-2.1296, 1.3463, -2.0478], [-1.2926, 2.7815, -1.5766], [1.2532, 1.6690, 0.2092], [0.3442, 3.6436, 0.7228], [0.3992, 4.1719, -0.9387], [1.7890, 4.4416, 0.1437], [3.4395, 2.6331, 0.4764], [3.0328, 0.4855, -1.4295], [3.6907, -0.7652, 0.2363], [2.8224, 0.3766, 1.0451], [2.6467, 5.0377, -1.8819], [4.2181, 5.5713, -1.8362], [3.8368, 3.4622, -3.7726], [0.5382, -0.3985, 0.1369], [-0.7842, -1.2789, -1.3832], [1.4220, 1.5841, -4.9297], [-1.4792, -0.8088, -3.4205], [0.6736, 1.6619, 3.1343], [0.9891, 0.9521, 2.1841], [-0.1610, 1.2701, 4.0959], [-0.4805, 2.1066, 5.2339], [-0.7485, -0.0612, 3.9915], [1.0869, 2.6716, 3.2785], [-0.1840, 1.6183, 6.1633], [-1.5518, 2.3096, 5.2733], [0.0508, 3.0527, 5.1496], [0.0326, -0.8138, 3.9499], [-1.3608, -0.1369, 3.0908], [-1.3638, -0.2466, 4.8674], [-4.5860, -3.1026, -0.8431], [-3.6559, -2.3158, -0.9515], [-5.4789, -3.3583, -1.8027], [-6.5944, -4.2645, -1.6049], [-5.3358, -2.6876, -3.0834], [-4.7814, -3.6499, 0.0931], [-6.5438, -5.0914, -2.3158], [-7.5321, -3.7264, -1.7375], [-6.5577, -4.6679, -0.5948], [-4.3803, -2.9404, -3.5444], [-5.3770, -1.6059, -2.9548], [-6.1481, -2.9994, -3.7336], [2.0428, -2.9332, 5.2099], [0.8949, -2.5276, 5.1332], [3.0600, -2.4583, 4.4717], [4.4078, -2.9763, 4.5888], [2.7912, -1.3872, 3.5231], [2.3410, -3.7387, 5.9000], [5.1014, -2.1906, 4.8927], [4.7499, -3.3886, 3.6383], [4.4267, -3.7659, 5.3375], [2.4031, -0.5068, 4.0362], [2.0480, -1.6956, 2.7873], [3.7139, -1.1234, 3.0118], [-8.0224, -0.2095, -1.1317], [-8.1361, -1.3957, -1.3876], [-7.2978, 0.2804, -0.1125], [-7.1850, 1.7014, 0.1458], [-6.6030, -0.6592, 0.7533], [-8.5168, 0.5733, -1.7297], [-6.1445, 2.0271, 0.0867], [-7.5685, 1.9478, 1.1377], [-7.7625, 2.2496, -0.5959], [-5.9095, -1.2550, 0.1647], [-7.3166, -1.3362, 1.2249], [-6.0596, -0.1103, 1.5180], [8.4107, -1.3101, -1.5440], [8.3811, -1.4437, -0.3363], [7.3269, -1.3048, -2.3411], [7.4277, -1.1550, -3.7750], [6.0116, -1.4517, -1.7360], [9.3549, -1.1839, -2.1026], [6.8906, -0.2657, -4.1118], [7.0106, -2.0237, -4.2893], [8.4752, -1.0559, -4.0550], [5.8256, -0.6373, -1.0357], [5.9518, -2.3954, -1.1917], [5.2523, -1.4314, -2.5138]],
  "forces_ev_per_angstrom": [[0.15, 0.36, 0.27], [-0.14, 0.11, -0.29], [0.02, 0.02, 0.20], [0.01, -0.24, 0.15], [-0.07, -0.07, 0.09], [-0.17, -0.13, 0.03], [0.26, 0.28, 0.02], [-0.15, -0.12, 0.26], [-0.27, -0.18, -0.53], [0.39, -0.24, 0.12], [-0.04, 0.28, 0.10], [0.11, 0.14, 0.44], [0.06, -0.07, -0.27], [-0.20, 0.08, -0.14], [0.57, -0.31, -0.27], [0.08, 0.14, 0.12], [0.00, 0.70, -0.12], [0.12, -0.13, 0.05], [-0.15, -0.23, -0.22], [0.10, -0.19, 0.22], [-0.09, -0.07, -0.19], [0.02, -0.09, 0.02], [-0.09, -0.15, 0.13], [0.07, 0.12, 0.00], [-0.12, 0.08, -0.01], [0.13, 0.07, -0.03], [-0.06, -0.20, -0.08], [-0.07, -0.02, 0.01], [0.13, 0.10, -0.11], [0.05, 0.12, -0.08], [0.09, 0.03, 0.04], [-0.21, 0.05, -0.06], [0.00, -0.06, -0.02], [-0.16, -0.20, -0.10], [-0.07, 0.07, 0.09], [-0.03, 0.12, 0.07], [0.09, -0.19, -0.09], [-0.13, 0.05, 0.12], [-0.16, 0.07, 0.10], [0.12, 0.03, 0.13], [-0.13, 0.02, -0.13], [0.12, -0.08, 0.20], [-0.05, 0.05, -0.11], [-0.08, -0.01, 0.02], [-0.05, -0.01, -0.04], [-0.01, 0.06, -0.04], [-0.03, 0.02, -0.04], [0.01, 0.00, 0.00], [0.00, 0.02, -0.01], [0.00, 0.01, 0.00], [-0.05, -0.08, 0.04], [-0.03, 0.04, 0.02], [-0.01, 0.01, 0.02], [-0.08, 0.02, 0.06], [0.08, -0.16, -0.12], [0.02, -0.11, -0.10], [-0.01, 0.06, -0.08], [0.00, 0.04, 0.06], [0.04, -0.05, -0.02], [0.01, -0.02, 0.02], [-0.02, -0.01, 0.04], [0.00, -0.01, 0.01], [0.00, -0.02, -0.01], [-0.03, 0.01, 0.00], [-0.01, 0.01, -0.01], [0.01, 0.03, -0.10], [0.02, -0.04, 0.08], [0.04, 0.03, -0.04], [-0.02, 0.03, -0.02], [0.03, -0.07, 0.07], [0.00, 0.00, 0.01], [0.01, 0.00, 0.01], [0.00, -0.01, 0.00], [0.01, -0.01, 0.01], [0.02, -0.01, 0.00], [-0.02, -0.01, 0.00], [0.02, 0.03, -0.01], [-0.04, -0.01, -0.07], [0.03, -0.01, 0.00], [0.06, 0.08, 0.12], [0.02, -0.06, 0.01], [-0.13, -0.02, -0.11], [0.00, 0.00, -0.01], [0.00, 0.01, -0.01], [-0.01, 0.01, 0.00], [0.00, 0.02, -0.01], [0.09, 0.02, 0.06], [0.01, 0.00, 0.04], [0.02, 0.02, -0.01], [0.06, -0.02, 0.02], [0.00, -0.02, 0.03], [-0.12, -0.03, -0.11], [-0.03, 0.03, 0.04], [0.08, 0.04, 0.12], [0.00, 0.01, 0.00], [0.01, 0.01, -0.01], [0.01, -0.01, -0.01], [0.01, 0.00, -0.01], [-0.04, 0.01, -0.01], [-0.02, -0.01, -0.01], [0.00, 0.01, -0.02]],
  "multiplicity": 1,
  "smiles": "C[C@H](Cl)C[C@@](O[C@H](C)[C@@H](NN)P(N)O)([PH2]=O)P(=O)(O)O.CN(C)C=O.CN(C)C=O.CN(C)C=O.CN(C)C=O.CN(C)C=O",
  "total_charge": 0,
  "total_energy_ha": -3621.91800,
  "molar_mass_g_mol": 737.11
}